# 1
Below is a cluster of 2 separate species, C9H14O in total, with properties calculated with ωB97M-V with the def2-TZVPD basis set.

CARTESIAN COORDINATES (ANGSTROEM)
1 C -3.072 0.793 -1.094
2 C -1.568 0.888 -0.952
3 C -0.924 0.283 0.136
4 C 0.295 0.766 0.560
5 C 1.022 1.706 -0.154
6 O 2.330 1.966 0.126
7 C 0.415 2.274 -1.263
8 C -0.917 1.982 -1.530
9 H -3.436 0.205 -0.246
10 H -3.420 0.319 -2.010
11 H -3.551 1.760 -0.957
12 H -1.459 -0.514 0.639
13 H 0.725 0.419 1.483
14 H 2.535 1.596 0.995
15 H 0.916 2.980 -1.912
16 H -1.454 2.624 -2.206
17 C 1.582 -2.036 1.614
18 C 1.297 -2.984 0.453
19 H 2.513 -1.465 1.656
20 H 0.830 -1.294 1.805
21 H 1.636 -2.649 2.519
22 H 1.577 -3.995 0.733
23 H 1.844 -2.792 -0.478
24 H 0.282 -2.835 0.083

As for the structure (SMILES): Cc1ccc(O)cc1.CC. Its frontier orbital gap is 9.23 eV. The total energy is -426.5382 Eh. As for the HOMO energy: -8.41 eV.


# 2
Below is the molecule C4H5NO2S, with properties calculated with ωB97M-V with the def2-TZVPD basis set.

CARTESIAN COORDINATES (ANGSTROEM)
1 C -0.885 -0.666 -1.468
2 C -0.269 -0.558 -0.278
3 C -0.789 -1.249 0.919
4 S -0.046 -1.362 2.350
5 C 1.091 0.084 -0.224
6 O 2.088 -0.461 -0.628
7 N 1.130 1.389 0.232
8 O 0.073 1.801 1.061
9 H -1.850 -1.174 -1.578
10 H -0.489 -0.232 -2.379
11 H -1.753 -1.755 0.765
12 H 2.020 1.657 0.648
13 H -0.323 2.525 0.579

As for the structure (SMILES): C=C(C=S)C(=O)NO. Its frontier orbital gap is 8.10 eV. The total energy is -758.7517 Eh. As for the HOMO energy: -8.95 eV.